C14H52Ba2O14 | ωB97M-V with the def2-TZVPD basis set

## Properties
Kohn-Sham gap (alpha / beta) (eV): 4.5 / 7.7
Charge: +1
<S²>: 0.750
Highest occupied orbital energy (alpha / beta) (hartree): -0.2812 / -0.4121
Spin multiplicity: 2

```
82
Properties=species:S:1:pos:R:3:forces:R:3
Ba -3.29002 -2.40440 -0.42634 1.0 1.5 0.8
Ba -0.04032 -3.30849 -3.01936 0.3 1.2 1.1
O -2.24598 0.01938 0.77891 0.3 -1.0 -1.6
C -0.82513 0.07310 0.80725 0.1 -0.7 1.0
C 0.04030 -0.74146 -0.25490 -1.7 0.5 -0.2
O -0.33601 -2.09103 -0.53198 -0.6 -0.1 -0.2
H -0.55457 -0.18228 1.83179 0.5 -0.9 0.2
H -0.47964 1.10625 0.84394 0.2 0.5 -0.9
H 1.10377 -0.63599 -0.04042 0.3 0.0 0.7
H -0.05345 -0.16392 -1.17454 -0.2 0.2 -0.5
C -1.72765 -0.26263 -4.93446 -1.2 0.6 -0.7
O -1.16084 -0.68532 -3.71861 1.1 -1.2 -0.3
H -1.41285 -0.75943 -5.85217 0.6 -0.5 0.5
H -2.80408 -0.42259 -4.87277 -0.2 0.2 -0.2
H -1.55119 0.79688 -5.11990 0.1 0.1 0.2
H -1.40351 0.00206 -3.09393 -0.3 0.4 0.9
C 2.19166 -1.12454 2.93055 0.0 -0.5 0.6
O 2.04576 -2.32698 3.68570 0.1 0.8 0.1
H 3.04981 -0.58973 3.33754 0.1 -0.1 -0.3
H 2.30952 -1.38201 1.87797 0.3 0.2 -0.3
H 1.33443 -0.45859 3.02940 -0.2 0.0 0.0
H 1.17300 -2.66106 3.46594 -0.1 -0.4 -0.1
C -5.99636 0.44543 1.01198 0.0 -0.1 -0.4
O -4.98909 -0.59605 1.08676 -0.7 -0.2 -0.3
H -5.79254 1.06194 0.13650 -0.2 0.0 -0.1
H -6.97631 -0.02503 0.93159 0.2 -0.1 -0.2
H -6.04814 1.12259 1.86455 0.5 -0.3 0.3
H -4.12945 -0.17679 1.16947 0.6 0.6 0.4
C 0.47476 -5.02117 1.49146 0.2 0.5 0.5
O 0.32923 -3.66918 1.89743 -0.5 0.0 -0.1
H 0.55578 -5.56933 2.43011 0.2 -0.4 -0.4
H -0.38989 -5.35730 0.91920 -0.2 -0.2 0.0
H 1.36055 -5.08434 0.85942 0.2 -0.5 0.1
H 0.07940 -3.20106 1.09740 -0.1 0.9 -0.5
C 4.29408 0.81118 0.31921 1.0 0.7 0.5
O 4.42885 0.61745 -1.06714 -0.4 -0.6 -1.0
H 5.10009 0.28732 0.83304 -0.1 -0.2 0.3
H 4.48488 1.87597 0.45308 -0.5 0.1 0.9
H 3.33769 0.49053 0.73224 0.0 0.1 -0.5
H 5.23272 1.09285 -1.28936 0.0 -0.1 -0.3
C -3.29639 2.24678 -2.21993 -0.1 0.1 1.0
O -2.57930 1.01667 -1.97696 -0.3 0.1 -1.1
H -3.89556 2.46959 -1.33707 -0.1 0.0 0.0
H -2.61082 3.09073 -2.29635 0.1 -0.1 -0.5
H -3.98847 2.17008 -3.05853 0.4 -0.2 -0.2
H -2.48240 0.92016 -1.02675 0.2 -0.2 1.0
C -2.42365 3.22934 2.47454 0.3 0.6 -1.1
O -3.17922 2.61602 1.40675 0.1 0.5 1.2
H -1.38876 3.26305 2.13403 0.3 0.0 0.2
H -2.72543 4.27318 2.56079 -0.3 -0.1 0.1
H -2.43757 2.76349 3.45988 -0.5 -0.4 -0.2
H -2.75094 1.76356 1.29960 -0.1 -0.8 -0.4
C -2.01787 -0.11339 4.61836 -0.7 0.8 -0.2
O -3.00367 0.03835 3.58817 0.2 -0.6 0.6
H -2.57223 0.08904 5.53477 0.3 0.0 0.1
H -1.53452 -1.08521 4.71857 -0.2 -0.3 -0.4
H -1.24399 0.64221 4.48320 0.2 0.1 0.2
H -2.59048 0.00353 2.72234 0.3 -0.1 -0.5
C 1.02608 2.30714 -2.38211 -0.7 -2.1 0.1
O 1.23207 3.65034 -2.66540 0.5 0.1 0.1
H 1.90880 1.66823 -2.35577 0.6 0.4 0.2
H 0.49775 2.09100 -1.45353 0.0 0.7 0.3
H 0.42399 1.78521 -3.12587 -0.4 0.3 -0.5
H 2.12482 3.65945 -3.01824 0.0 0.6 -0.1
C 2.04374 2.87852 1.96693 0.5 1.0 -0.5
O 3.02570 3.82652 2.41612 -0.1 -0.4 0.3
H 1.93115 2.93248 0.88410 0.1 -0.2 -0.2
H 2.39582 1.88437 2.24224 -0.3 0.0 0.2
H 1.06153 3.12995 2.36711 0.1 -0.2 0.4
H 3.30680 4.44618 1.73892 -0.3 -0.2 -0.2
C 3.67227 -3.18455 -0.72035 0.6 0.5 1.1
O 2.34979 -2.96380 -1.20516 0.0 -0.7 -1.0
H 4.22956 -2.24982 -0.65870 0.0 0.2 -0.3
H 3.65789 -3.54437 0.30845 -0.2 -0.3 0.1
H 4.28717 -3.88217 -1.28896 -0.7 0.0 -0.5
H 1.86703 -2.40181 -0.59465 -0.2 0.0 0.3
C 2.57442 -0.88986 -3.70360 1.1 1.7 0.5
O 1.82876 -1.82640 -4.43327 -0.6 -0.8 -0.2
H 2.63184 0.07114 -4.21477 -0.2 0.0 -0.3
H 2.12443 -0.63878 -2.74310 -0.2 -0.6 0.0
H 3.61358 -1.18073 -3.54981 -0.1 -0.4 0.2
H 2.18719 -1.86789 -5.32288 0.0 -0.1 -0.1
```
Positions in Å, forces in eV/Å.

=====

C26H22N8O5RuS2 | ωB97M-V with the def2-TZVPD basis set

## Properties
Kohn-Sham gap (alpha / beta) (eV): 6.8 / 6.1
Charge: +1
ΔE to the lowest compared entry with this formula, charge and spin (kJ/mol): 11.2
<S²>: 0.754
Highest occupied orbital energy (alpha / beta) (hartree): -0.3783 / -0.3795
Spin multiplicity: 2

```
64
Properties=species:S:1:pos:R:3:forces:R:3
Ru -0.58153 -0.17823 0.80652 -0.5 0.0 0.4
C -3.20883 1.21517 3.58551 0.0 0.0 0.0
C -1.81672 1.50864 3.06189 -0.1 0.1 0.1
C -0.99690 2.33527 4.03490 0.0 0.0 0.0
O -1.10496 0.23732 2.84392 0.2 0.0 0.3
C -1.90374 2.24350 1.71369 0.0 -0.1 -0.2
O -2.47212 3.30566 1.65819 0.0 0.0 0.1
O -1.30429 1.65953 0.71169 -0.1 0.3 -0.1
H -3.16245 0.71453 4.55597 0.0 0.0 0.0
H -3.77356 0.59735 2.88460 0.0 0.0 0.0
H -3.74304 2.15498 3.70617 0.0 0.0 0.0
H -0.94147 1.83972 5.00502 0.0 0.0 0.0
H -1.46320 3.31108 4.15473 0.0 0.0 0.0
H 0.01679 2.47683 3.65751 0.0 0.0 0.0
H -1.56083 -0.46206 3.32512 0.0 0.0 0.0
N -0.28882 3.20445 -6.41145 0.0 0.0 0.0
C -0.07247 2.27843 -5.43756 0.0 0.0 0.0
C -0.51795 0.95767 -5.59746 0.0 0.0 0.0
C -0.30426 0.02287 -4.60951 0.0 0.0 0.0
C 0.36541 0.39035 -3.44590 0.0 0.1 0.0
C 0.80906 1.69926 -3.26788 0.0 0.0 0.0
C 0.59244 2.63473 -4.25197 0.0 0.0 0.0
S 0.61075 -0.77964 -2.19570 0.0 -0.1 -0.2
O 1.79761 -0.45934 -1.44984 0.0 0.0 -0.1
O 0.41996 -2.09717 -2.72299 0.0 0.0 0.0
N -0.60692 -0.51049 -1.09156 0.2 0.0 -0.3
C -1.93573 -0.83061 -1.22399 0.2 -0.1 -0.2
N -2.60385 -1.03845 -2.33939 0.0 0.0 0.1
C -3.90206 -1.28519 -2.17019 -0.1 0.0 0.0
C -4.52825 -1.31435 -0.92859 0.0 0.0 0.0
C -3.73850 -1.07941 0.18115 0.1 0.0 -0.1
N -2.43769 -0.85846 0.03209 -0.2 0.1 0.1
H -0.69172 2.93811 -7.28996 0.0 0.0 0.0
H 0.09306 4.12813 -6.33507 0.0 0.0 0.0
H -1.03168 0.67477 -6.50759 0.0 0.0 0.0
H -0.64590 -0.99563 -4.72926 0.0 0.0 0.0
H 1.33496 1.97103 -2.36195 0.0 0.0 0.0
H 0.93854 3.65212 -4.12005 0.0 0.0 0.0
H -4.47278 -1.46065 -3.07457 0.0 0.0 0.0
H -5.58483 -1.51073 -0.83492 0.0 0.0 0.0
H -4.13507 -1.08122 1.18845 0.0 0.0 0.0
S 6.21217 -2.81429 2.38475 0.0 0.0 0.0
N 4.81483 -3.59489 2.21378 0.0 0.0 0.0
C 3.89829 -2.67681 1.95171 0.0 -0.1 0.0
C 2.49066 -2.93834 1.71219 0.0 -0.1 0.0
C 1.91113 -4.20823 1.71733 0.0 0.0 0.0
C 0.56417 -4.33076 1.45427 -0.1 0.0 0.0
C -0.18292 -3.18876 1.18867 0.1 0.0 0.0
N 0.35764 -1.97283 1.19477 0.0 -0.2 0.0
C 1.67854 -1.84109 1.45212 0.0 0.2 0.0
C 2.21061 -0.48527 1.42107 -0.1 -0.1 0.0
N 1.32150 0.48794 1.14740 0.1 0.0 0.0
C 1.73969 1.74145 1.04784 0.0 0.0 0.0
C 3.07751 2.08305 1.24135 -0.1 0.0 0.0
C 3.99464 1.10115 1.53701 0.0 -0.1 0.0
C 3.55744 -0.22273 1.62850 0.1 0.0 0.0
C 4.41635 -1.35888 1.90965 0.0 0.1 0.0
N 5.71830 -1.30204 2.14064 0.0 0.0 0.0
H 2.52904 -5.07315 1.91939 0.0 0.0 0.0
H 0.08139 -5.29685 1.43797 0.0 0.0 0.0
H -1.23555 -3.23988 0.94545 0.0 0.0 0.0
H 0.98159 2.47488 0.80454 0.0 0.0 0.0
H 3.37539 3.11760 1.15060 0.0 0.0 0.0
H 5.04115 1.32888 1.68923 0.0 0.0 0.0
```
Positions in Å, forces in eV/Å.

=====

C4H4O2 | ωB97M-V with the def2-TZVPD basis set

## Properties
Kohn-Sham gap (eV): 9.7
Structure (SMILES): O=CC#CCO
ΔE to the lowest compared entry with this formula, charge and spin (kJ/mol): 387.7
Highest occupied orbital energy (hartree): -0.3724

```
10
Properties=species:S:1:pos:R:3:forces:R:3
O -1.89527 -0.17632 1.10654 -0.4 -0.2 0.1
C -1.22710 0.38073 0.01497 -0.1 0.7 0.1
C -0.52477 -0.68609 -0.84239 0.7 0.5 0.2
C 0.67238 -0.40941 -0.76918 0.1 -0.7 -0.5
C 1.98120 -0.08884 -0.28100 0.4 0.0 0.1
O 2.18699 0.80241 0.51546 -0.2 -0.4 -0.6
H -1.62817 -1.09604 1.19991 -0.1 0.1 0.0
H -0.42366 1.05598 0.34892 -0.7 0.2 0.4
H -1.89391 0.96854 -0.61392 -0.3 -0.2 0.0
H 2.75231 -0.75096 -0.67930 0.5 0.0 0.1
```
Positions in Å, forces in eV/Å.

=====

C4H8N2O | ωB97M-V with the def2-TZVPD basis set

## Properties
Kohn-Sham gap (eV): 10.2
Structure (SMILES): C[C@](O)(C#N)CN
ΔE to the lowest compared entry with this formula, charge and spin (kJ/mol): 358.7
Highest occupied orbital energy (hartree): -0.3532

```
15
Properties=species:S:1:pos:R:3:forces:R:3
C -1.26893 -0.99738 0.46808 -0.1 0.6 0.0
C -0.33849 -0.10850 -0.37369 -0.1 1.5 0.3
O -0.33566 1.56610 -0.16984 1.2 -1.1 1.7
C 1.15202 -0.38755 -0.06268 -0.1 0.2 -0.2
N 1.34678 0.25003 1.22407 0.3 0.1 0.1
C -0.66591 0.06548 -1.77113 -0.5 1.2 -1.1
N -0.93618 0.79622 -2.62649 0.0 -1.6 -0.6
H -2.30954 -0.72310 0.30895 0.0 0.1 0.1
H -0.98866 -0.88875 1.51714 -0.1 0.1 -0.1
H -1.17997 -2.07805 0.23704 0.3 0.7 -0.3
H -0.94323 2.33765 -0.30271 -0.4 -2.2 -0.3
H 1.76544 -0.00639 -0.89284 -0.1 0.2 0.2
H 1.39484 -1.46236 0.03351 -0.6 0.3 -0.2
H 1.00979 1.20067 1.07789 0.2 0.0 0.4
H 2.32498 0.27662 1.47472 0.1 0.0 0.0
```
Positions in Å, forces in eV/Å.